No. 1
Here is a cluster of 2 separate species, C7H8 in total from the Open Molecules 2025 dataset. Energies are from the ωB97M-V functional and the def2-TZVPD basis.

Structure (ORCA input):
```
! wB97M-V def2-TZVPD RIJCOSX def2/J DEFGRID3
* xyz 0 1
C -3.56151 0.01991 -0.23095
C 1.08930 -0.17102 0.12604
C -4.51128 -0.69911 -0.36039
C 1.79095 -1.38627 -0.24876
C -2.50806 0.72778 0.20789
C 1.46156 1.40936 -0.03129
C 0.30878 0.78333 0.55852
H 2.53284 -1.03333 -1.00689
H -5.42058 -1.16621 -0.52219
H 1.09951 -2.17759 -0.54627
H 2.33809 -1.69061 0.61881
H -2.15906 0.32579 1.12313
H -1.88161 1.40287 -0.38432
H 2.29763 1.83036 0.53507
H 1.13910 2.00848 -0.88516
*
```

Calculated values
E_HOMO (alpha / beta) = -7.891 / -8.437 eV
max |F| = 3.24 eV/Å
energy = -7379.74450 eV
energy above the lowest of the compared OMol25 structures with the same formula, charge and spin = 9.003 eV

---

No. 2
Here is the molecule C6H13NOSe from the Open Molecules 2025 dataset. Energies are from the ωB97M-V functional and the def2-TZVPD basis.

Structure (ORCA input):
```
! wB97M-V def2-TZVPD RIJCOSX def2/J DEFGRID3
* xyz 0 1
C -0.14454 0.38311 0.56381
C -1.21941 -1.86683 0.50294
C -1.17418 -0.63718 -1.59239
C -0.18057 2.95068 0.64385
C 2.42137 -1.17028 -0.39424
C -0.58875 -0.72527 -0.22004
N -0.65618 1.62908 0.21397
O 0.67085 0.21426 1.53705
Se 2.50224 -1.15076 1.40391
H -0.90203 -2.05344 1.52548
H -2.30230 -1.95551 0.45511
H -0.99054 -2.91707 -0.00413
H -2.10932 -0.24988 -1.62393
H -1.13528 -1.60541 -1.93312
H -0.51582 0.08674 -2.11519
H -1.07852 3.50899 0.74397
H 0.27957 2.60816 1.46480
H 0.44224 3.40051 -0.11024
H 2.44618 -0.25071 -0.99101
H 2.29132 -2.04952 -1.00412
H -0.98904 1.69486 -0.68733
H 2.93271 0.15547 1.62084
*
```

Calculated values
E_HOMO (alpha / beta) = -6.106 / -7.504 eV
max |F| = 4.87 eV/Å
energy = -75311.19549 eV
energy above the lowest of the compared OMol25 structures with the same formula, charge and spin = 0.727 eV

---

No. 3
Here is a cluster of 2 separate species, CH2Cl2NO2S in total from the Open Molecules 2025 dataset. Energies are from the ωB97M-V functional and the def2-TZVPD basis.

Structure (ORCA input):
```
! wB97M-V def2-TZVPD RIJCOSX def2/J DEFGRID3
* xyz -1 1
C -4.19917 0.59967 -0.32836
N -0.93545 -0.25459 0.22436
O 0.43960 -2.53665 0.22417
O -4.23090 1.50842 -1.13587
S -0.84567 -1.94062 0.72773
Cl -4.45279 0.85398 1.36986
Cl -3.97323 -1.11883 -0.64641
H -1.45854 -0.14814 -0.63780
H -0.01735 0.15268 0.13560
*
```

Calculated values
E_HOMO = -1.243 eV
max |F| = 3.23 eV/Å
energy = -42534.38088 eV
energy above the lowest of the compared OMol25 structures with the same formula, charge and spin = 1.255 eV

---

No. 4
Here is a cluster of 2 separate species, C3H3BrClFO in total from the Open Molecules 2025 dataset. Energies are from the ωB97M-V functional and the def2-TZVPD basis.

Structure (ORCA input):
```
! wB97M-V def2-TZVPD RIJCOSX def2/J DEFGRID3
* xyz 0 1
F -1.17379 -0.41353 -0.80189
C -2.06577 0.25335 -0.09286
Cl -1.98998 -0.12530 1.70636
Br -3.74605 -0.37618 -0.73804
H -2.01067 1.46670 -0.13800
C 2.51210 -0.48197 0.17063
C 1.63179 0.24179 -0.34705
O 1.01640 1.15940 -0.72610
H 3.12226 -0.11802 0.99596
H 2.70371 -1.60625 -0.02901
*
```

Calculated values
E_HOMO = -9.577 eV
max |F| = 6.64 eV/Å
energy = -90487.34380 eV
SMILES = F[C@H](Cl)Br.C=C=O
energy above the lowest of the compared OMol25 structures with the same formula, charge and spin = 1.182 eV

---

No. 5
Here is a structure of composition C27H33N4O4PS3Zr from the Open Molecules 2025 dataset. Energies are from the ωB97M-V functional and the def2-TZVPD basis.

Structure (ORCA input):
```
! wB97M-V def2-TZVPD RIJCOSX def2/J DEFGRID3
* xyz 0 1
Zr 0.38590 -0.10355 -0.08731
N 0.11867 2.00790 -1.34800
C 0.60939 1.71257 -2.71496
C 0.00352 0.38510 -3.14315
O -0.48376 0.25245 -4.25491
N 0.08085 -0.54017 -2.15056
C -0.49037 -1.86237 -2.39724
C -1.12420 -2.39729 -1.11834
O -1.83435 -3.36974 -1.11256
O -0.82492 -1.67641 -0.03856
H 0.59648 2.81184 -0.95884
H -0.86958 2.23449 -1.40225
H 0.36308 2.47632 -3.44823
H 1.69148 1.60293 -2.65944
H -1.22677 -1.84230 -3.19778
H 0.28583 -2.57803 -2.67356
N -2.50534 1.80562 1.53957
P -2.55487 0.50592 0.40996
C -4.09139 0.90544 -0.49214
C -4.02108 1.13837 -1.86252
C -5.16034 1.49452 -2.57574
C -6.37204 1.62384 -1.91704
C -6.45224 1.38377 -0.54739
C -5.31953 1.01864 0.16202
C -3.12532 -0.86108 1.48182
C -3.91380 -1.87597 0.94834
C -4.22985 -2.98913 1.71153
C -3.75382 -3.09921 3.01096
C -2.96288 -2.09162 3.54607
C -2.64358 -0.97782 2.78189
C -1.34177 2.36294 2.01858
C -1.39890 3.28129 3.07924
C -0.24395 3.88902 3.50157
C 0.95694 3.59295 2.86079
C 0.92676 2.67212 1.84449
N -0.18715 2.04429 1.42066
H -3.35114 2.06404 2.02631
H -3.07516 1.02062 -2.38349
H -5.09856 1.66524 -3.64324
H -7.26116 1.90242 -2.46895
H -7.40297 1.46861 -0.03604
H -5.39588 0.79201 1.21989
H -4.27294 -1.81037 -0.07171
H -4.83024 -3.78087 1.28176
H -3.98652 -3.97708 3.60092
H -2.57545 -2.18013 4.55322
H -1.99876 -0.21383 3.19884
H -2.35259 3.49466 3.54446
H -0.27350 4.59732 4.32041
H 1.88801 4.05765 3.15326
H 1.83049 2.40140 1.31960
C 1.31887 -2.89826 3.75289
C 1.44212 -2.22651 2.39616
S 1.01282 -0.50323 2.37739
C 1.85031 -2.89802 1.30980
C 2.21566 -4.36013 1.34266
S 2.01720 -2.17825 -0.30328
H 0.86200 -2.21812 4.46961
H 2.29604 -3.19033 4.14802
H 0.69724 -3.79375 3.69661
H 2.23160 -4.76149 2.35524
H 3.20141 -4.51222 0.89425
H 1.50181 -4.93907 0.75048
C 4.35193 1.38891 1.22417
S 3.45991 -0.03388 0.54069
C 4.63695 -0.30271 -0.78451
O 2.30999 0.76218 -0.17659
H 5.37561 1.06965 1.42695
H 3.86234 1.65700 2.16106
H 4.33633 2.22123 0.51972
H 5.51742 -0.76766 -0.33633
H 4.88837 0.65303 -1.24388
H 4.18611 -0.98153 -1.50042
*
```

Calculated values
E_HOMO = -6.461 eV
max |F| = 1.65 eV/Å
energy = -85765.38147 eV
energy above the lowest of the compared OMol25 structures with the same formula, charge and spin = 0.734 eV

---

No. 6
Here is the molecule C5H8O from the Open Molecules 2025 dataset. Energies are from the ωB97M-V functional and the def2-TZVPD basis.

Structure (ORCA input):
```
! wB97M-V def2-TZVPD RIJCOSX def2/J DEFGRID3
* xyz 0 1
C -0.76710 -1.20220 -0.54275
C -0.05204 -0.03246 0.11075
C -0.74621 1.31182 -0.37367
C 0.86830 -0.04862 1.32554
C 1.46310 0.04088 -0.04933
O 2.55257 -0.02752 -0.46505
H -1.66329 -0.91400 -0.95713
H -0.89059 -2.02660 0.13464
H -0.32154 -1.60167 -1.38075
H -1.68750 1.49479 0.05599
H -0.87258 1.13408 -1.52065
H 0.00396 2.02873 -0.18091
H 0.97298 -0.92501 1.85380
H 1.13993 0.76778 1.98953
*
```

Calculated values
E_HOMO = -8.334 eV
max |F| = 4.89 eV/Å
energy = -7359.19351 eV
SMILES = CC1(C)CC1=O
energy above the lowest of the compared OMol25 structures with the same formula, charge and spin = 3.062 eV

---

No. 7
Here is the ion C3H7N2S with charge +1 from the Open Molecules 2025 dataset. Energies are from the ωB97M-V functional and the def2-TZVPD basis.

Structure (ORCA input):
```
! wB97M-V def2-TZVPD RIJCOSX def2/J DEFGRID3
* xyz 1 1
C 0.24617 2.06716 1.22311
N 0.09767 0.87976 0.50732
N -0.78019 0.09875 0.37165
C -0.84320 -0.94158 -0.53802
C 0.52177 -1.61826 -0.96458
S 1.36061 -0.63626 -2.14016
H 1.11823 1.77907 1.70224
H -0.55433 2.36511 2.04758
H 0.48893 2.89180 0.59471
H -1.69137 -0.60807 -1.26214
H -1.32081 -1.82424 -0.12678
H 1.14555 -1.90753 -0.00210
H 0.21095 -2.54572 -1.41281
*
```

Calculated values
E_HOMO (alpha / beta) = -13.434 / -13.542 eV
max |F| = 3.96 eV/Å
energy = -17027.38031 eV
SMILES = C[N+]#[N+]CC[S-]
energy above the lowest of the compared OMol25 structures with the same formula, charge and spin = 6.190 eV

---

No. 8
Here is the molecule C4H5NO2 from the Open Molecules 2025 dataset. Energies are from the ωB97M-V functional and the def2-TZVPD basis.

Structure (ORCA input):
```
! wB97M-V def2-TZVPD RIJCOSX def2/J DEFGRID3
* xyz 0 1
O -2.65610 0.69889 0.64529
C -1.99217 -0.20841 0.15651
C -0.62029 -0.07605 -0.15328
C 0.36420 0.89613 0.40447
N 1.60766 0.38841 -0.23674
C 1.35763 -0.97701 -0.31436
O 0.10561 -1.24468 -0.31393
H -2.42797 -1.19784 -0.09790
H 1.51775 0.71348 -1.21143
H 0.22709 1.94390 0.14034
H 0.44125 0.82124 1.50379
H 2.07534 -1.75806 -0.52278
*
```

Calculated values
E_HOMO (alpha / beta) = -8.037 / -7.756 eV
max |F| = 0.61 eV/Å
energy = -9810.70019 eV
energy above the lowest of the compared OMol25 structures with the same formula, charge and spin = 3.615 eV